Below is a structure of composition ClNaO4 at a distorted geometry, with properties calculated with wB97M-V/def2-TZVPD.

Structure (XYZ):
```
6
Properties=species:S:1:pos:R:3:forces:R:3
Na 4.15022 3.78379 -1.85787 -0.223 -0.203 0.100
Cl -0.82185 -0.77928 0.43178 -0.678 1.101 -4.068
O -0.21382 -2.09591 0.55957 -0.562 0.761 1.446
O -1.72645 -0.85858 -0.74852 1.330 0.116 0.819
O -1.67476 -0.23492 1.46416 1.164 -0.957 1.104
O 0.28667 0.18489 0.15087 -1.031 -0.819 0.599
```
Positions in Å, forces in eV/Å.

The value obtained for the energy above the lowest of the compared OMol25 structures with the same formula, charge and spin is 3.321 eV. Its HOMO energy is -7.3 eV. Its multiplicity is 1. The value obtained for the energy is -25118.8985 eV.